No. 1
120
Properties=species:S:1:pos:R:3:forces:R:3 method="wB97M-V/def2-TZVPD" gap_ev="7.4029 / 6.8573" total_charge=0 spin_multiplicity=4 lumo_energy_ev="0.5 / -0.1" energy_ha=-6671.18914 s_squared=3.765
Co 0.112 0.121 -0.068 0.14 -0.13 0.42
C -2.718 1.189 -1.987 0.02 -0.05 0.00
N -2.428 -0.066 -2.675 0.02 -0.01 0.01
C -2.560 -1.238 -1.814 0.00 0.00 0.04
P -0.931 -1.808 -1.144 -0.14 -0.19 -0.15
C -0.044 -2.381 -2.625 0.01 0.04 0.01
C -0.677 -2.641 -3.838 0.00 -0.04 0.00
C 0.051 -3.109 -4.922 -0.01 0.00 0.01
C 1.416 -3.329 -4.800 0.01 0.01 0.01
C 2.053 -3.079 -3.594 -0.01 0.00 -0.04
C 1.328 -2.597 -2.516 -0.01 -0.03 0.02
C -1.421 -3.389 -0.356 0.06 0.08 0.10
C -0.560 -4.485 -0.388 0.01 0.01 0.01
C -0.912 -5.677 0.226 0.01 -0.01 0.01
C -2.128 -5.793 0.882 -0.01 0.01 0.00
C -2.989 -4.708 0.927 0.02 0.00 0.01
C -2.636 -3.513 0.316 -0.02 0.02 0.01
C -3.137 -0.168 -3.924 -0.01 0.00 0.00
C -4.446 -0.635 -3.983 0.00 -0.02 0.00
C -5.105 -0.712 -5.201 0.01 0.01 0.00
C -4.465 -0.311 -6.366 0.00 0.00 0.02
C -3.162 0.164 -6.305 -0.01 0.00 0.00
C -2.498 0.231 -5.089 0.01 0.03 -0.02
P -1.323 1.831 -0.933 -0.23 0.20 -0.19
C -0.465 2.958 -2.075 0.04 -0.04 0.02
C -0.314 4.317 -1.815 -0.02 0.02 0.00
C 0.385 5.122 -2.704 0.02 0.00 0.00
C 0.938 4.575 -3.852 -0.01 -0.01 0.00
C 0.799 3.218 -4.109 0.01 0.02 0.00
C 0.108 2.411 -3.222 -0.02 -0.03 0.02
C -2.243 2.904 0.203 0.06 0.01 0.04
C -2.016 2.799 1.571 0.02 0.06 0.00
C -2.719 3.601 2.461 0.01 0.00 -0.01
C -3.654 4.506 1.987 -0.01 0.00 0.00
C -3.891 4.613 0.620 -0.01 0.00 -0.01
C -3.190 3.818 -0.269 -0.02 -0.01 0.00
H -3.601 1.095 -1.337 -0.01 0.02 0.01
H -2.932 1.953 -2.734 -0.01 0.00 -0.01
H -3.001 -2.071 -2.361 -0.03 0.02 0.00
H -3.221 -1.031 -0.963 -0.03 -0.04 -0.01
H -1.740 -2.483 -3.960 0.01 0.00 -0.01
H -0.451 -3.300 -5.861 0.00 0.01 0.00
H 1.985 -3.687 -5.649 0.00 -0.01 0.00
H 3.120 -3.229 -3.498 0.00 0.00 0.01
H 1.839 -2.365 -1.591 0.01 0.01 0.00
H 0.390 -4.415 -0.901 -0.01 0.00 -0.02
H -0.232 -6.518 0.187 0.00 0.00 0.00
H -2.404 -6.725 1.358 0.01 0.00 0.00
H -3.935 -4.783 1.446 0.00 0.00 -0.01
H -3.320 -2.679 0.381 0.01 0.00 0.02
H -4.952 -0.941 -3.074 0.00 0.00 -0.01
H -6.123 -1.079 -5.239 0.00 0.00 0.00
H -4.979 -0.371 -7.316 0.00 0.00 0.00
H -2.655 0.473 -7.210 0.00 0.00 0.00
H -1.475 0.583 -5.034 0.01 -0.01 0.02
H -0.746 4.753 -0.925 0.01 0.02 0.06
H 0.500 6.178 -2.493 0.00 -0.01 0.00
H 1.488 5.204 -4.540 0.00 0.00 0.00
H 1.255 2.780 -4.988 0.00 0.00 0.01
H 0.050 1.344 -3.398 -0.01 0.01 -0.02
H -1.290 2.089 1.941 0.06 -0.01 0.02
H -2.531 3.509 3.523 -0.01 0.00 0.00
H -4.204 5.131 2.679 0.00 0.00 0.00
H -4.622 5.320 0.249 0.00 0.00 0.00
H -3.370 3.919 -1.333 0.01 0.00 0.00
N 2.372 0.394 -2.228 0.06 -0.05 0.03
C 1.628 0.261 -1.352 0.21 0.21 -0.08
C 5.362 -2.199 6.483 -0.01 0.00 -0.01
C 4.408 -1.454 5.588 0.00 0.00 0.00
C 4.407 -0.069 5.526 0.00 0.01 0.00
C 3.532 0.628 4.700 0.06 -0.02 0.01
C 3.610 2.137 4.711 0.01 -0.03 -0.03
C 2.626 -0.076 3.883 0.05 0.05 -0.08
As 1.417 1.135 2.882 -0.10 -0.13 0.12
N 0.224 0.091 1.878 0.07 0.13 -0.01
C -0.869 -0.308 2.640 -0.09 0.10 -0.14
C -0.838 -0.461 4.039 0.03 -0.11 0.08
C -1.961 -0.853 4.751 0.01 0.02 -0.01
C -3.169 -1.105 4.116 0.04 0.00 -0.02
C -3.228 -0.943 2.738 -0.02 -0.02 -0.02
C -2.110 -0.551 2.024 -0.03 -0.02 0.00
C 2.655 1.846 1.537 -0.08 0.02 -0.06
C 2.588 3.232 1.315 0.01 -0.05 0.02
C 1.619 4.168 2.003 0.03 -0.02 0.01
C 3.486 3.830 0.434 0.00 0.03 -0.02
C 4.473 3.105 -0.207 -0.01 0.02 0.00
C 5.397 3.748 -1.202 0.00 0.00 0.00
C 4.554 1.744 0.054 -0.03 -0.02 -0.06
C 3.656 1.099 0.888 -0.04 -0.02 -0.06
C 3.773 -0.397 1.003 0.01 -0.01 0.04
C 2.614 -1.477 3.940 -0.03 -0.03 0.00
C 1.701 -2.361 3.124 0.04 0.00 -0.03
C 3.501 -2.133 4.791 0.01 -0.01 0.01
H 5.988 -1.511 7.050 0.00 0.00 0.00
H 6.017 -2.849 5.900 0.00 0.00 0.00
H 4.823 -2.830 7.192 0.00 0.00 0.00
H 5.105 0.492 6.140 0.00 0.00 0.00
H 4.346 2.469 5.442 -0.01 0.00 0.01
H 2.648 2.587 4.968 -0.01 0.01 0.00
H 3.903 2.534 3.737 0.01 -0.01 0.02
H 0.083 -0.302 4.586 -0.01 -0.02 -0.04
H -1.881 -0.967 5.825 0.00 0.00 0.00
H -4.039 -1.414 4.678 0.00 0.01 0.00
H -4.163 -1.112 2.215 0.00 0.01 -0.01
H -2.198 -0.386 0.954 -0.02 0.01 -0.03
H 0.897 3.660 2.634 -0.04 -0.01 0.01
H 1.072 4.756 1.267 -0.05 0.05 -0.10
H 2.171 4.872 2.631 -0.01 0.00 0.01
H 3.406 4.898 0.253 0.00 -0.01 0.00
H 5.340 4.836 -1.153 0.01 -0.01 0.00
H 5.125 3.441 -2.215 0.01 0.01 0.00
H 6.432 3.447 -1.034 0.00 0.00 0.00
H 5.303 1.152 -0.460 0.00 0.00 -0.01
H 4.284 -0.790 0.124 -0.02 0.00 0.00
H 2.793 -0.869 1.060 -0.02 -0.01 0.04
H 4.336 -0.688 1.891 0.00 -0.01 0.02
H 1.183 -1.822 2.338 0.03 -0.03 0.02
H 0.945 -2.821 3.765 0.00 -0.01 0.00
H 2.280 -3.168 2.669 0.00 -0.01 0.01
H 3.481 -3.219 4.816 0.00 0.00 0.00

=====

No. 2
81
Properties=species:S:1:pos:R:3:forces:R:3 method="wB97M-V/def2-TZVPD" gap_ev="6.7932 / 5.0335" total_charge=+2 spin_multiplicity=5 lumo_energy_ev="-6.5 / -8.3" energy_ha=-7341.45046 s_squared=6.074
Pd 0.138 -0.587 -0.416 -0.20 -0.50 -0.32
O 4.244 2.696 -1.839 -0.04 0.02 -0.10
C 3.411 2.537 -2.933 0.07 -0.06 0.28
C 3.441 3.381 -4.025 -0.07 -0.05 -0.01
C 2.552 3.154 -5.065 -0.02 0.00 -0.04
C 1.643 2.107 -5.004 0.06 0.03 -0.04
C 1.625 1.270 -3.900 0.12 -0.05 0.02
C 2.515 1.473 -2.857 -0.03 0.22 -0.13
C 2.602 0.516 -1.689 -0.21 -0.15 0.33
O 1.742 -0.538 -1.717 0.23 0.13 -0.22
N 2.426 1.295 -0.407 -0.04 -0.03 -0.20
N 1.603 0.882 0.488 -0.09 0.27 0.22
C 1.361 1.633 1.563 0.11 -0.28 -0.27
C 0.545 1.193 2.607 -0.04 0.29 0.19
Br -0.051 -0.588 2.603 -0.05 -0.01 0.11
C 0.297 2.080 3.650 0.09 -0.15 -0.15
C -0.487 2.007 4.828 0.02 0.07 -0.07
C -0.195 2.980 5.814 -0.09 -0.02 0.08
C -0.875 2.991 7.011 0.04 0.00 -0.09
C -1.891 2.065 7.224 -0.05 -0.01 0.06
C -2.228 1.127 6.246 0.05 0.02 -0.02
C -1.531 1.084 5.062 0.01 -0.01 0.06
H 4.919 3.359 -2.025 -0.01 -0.01 0.00
H 4.148 4.200 -4.071 0.02 0.02 0.02
H 2.575 3.802 -5.931 -0.01 0.01 -0.01
H 0.961 1.938 -5.826 -0.02 -0.02 -0.01
H 0.935 0.442 -3.842 -0.01 -0.02 0.00
H 3.637 0.144 -1.601 0.02 -0.02 -0.12
H 2.956 2.164 -0.310 0.05 -0.02 0.02
H 1.802 2.624 1.628 0.01 0.01 0.01
H 0.855 3.005 3.538 0.01 0.02 0.06
H 0.584 3.707 5.627 0.02 0.01 -0.01
H -0.632 3.719 7.771 0.00 0.01 0.01
H -2.437 2.080 8.158 -0.01 -0.01 0.00
H -3.040 0.436 6.422 -0.01 -0.01 0.01
H -1.812 0.370 4.305 -0.01 0.01 0.02
Br -1.214 3.314 -3.543 0.01 0.02 -0.03
C -2.630 3.183 -2.308 -0.05 0.16 -0.09
C -3.720 4.018 -2.507 0.00 -0.01 0.02
C -4.786 3.995 -1.622 0.00 -0.03 0.03
C -4.775 3.142 -0.524 0.07 0.02 -0.08
C -3.689 2.314 -0.327 -0.05 -0.03 0.01
C -2.606 2.318 -1.215 -0.13 0.01 0.11
C -1.518 1.383 -0.929 0.20 -0.29 0.47
O -0.543 1.140 -1.683 0.14 0.15 -0.32
O -1.524 0.695 0.161 -0.15 0.16 -0.08
H -3.727 4.685 -3.356 0.00 0.01 -0.01
H -5.629 4.651 -1.793 -0.01 0.00 0.00
H -5.605 3.123 0.166 -0.03 0.01 0.01
H -3.665 1.636 0.516 0.02 0.00 -0.01
C 2.382 -2.537 0.537 -0.05 -0.02 -0.02
N 1.024 -2.676 -0.082 0.14 0.01 0.18
C 0.217 -3.591 0.791 0.00 0.02 0.00
N 0.868 -4.869 0.965 -0.04 0.07 -0.05
C 2.192 -4.661 1.556 0.04 -0.03 0.05
N 3.033 -3.815 0.704 -0.07 0.05 -0.01
C 3.160 -4.455 -0.610 0.09 -0.04 -0.02
N 1.852 -4.660 -1.233 -0.04 0.11 0.01
C 1.202 -3.380 -1.402 -0.06 -0.01 0.02
C 1.039 -5.495 -0.350 -0.02 -0.08 0.01
H 2.259 -2.055 1.509 0.03 0.00 0.01
H 2.969 -1.898 -0.122 0.04 -0.01 0.01
H -0.759 -3.726 0.327 0.00 0.00 0.03
H 0.093 -3.117 1.766 0.00 -0.04 0.01
H 2.675 -5.629 1.688 0.01 0.02 0.00
H 2.082 -4.190 2.534 0.00 0.00 0.00
H 3.653 -5.419 -0.488 0.00 0.02 -0.01
H 3.774 -3.827 -1.258 0.00 0.00 0.00
H 0.209 -3.520 -1.831 0.05 -0.01 -0.03
H 1.795 -2.730 -2.042 0.00 -0.02 -0.02
H 1.525 -6.462 -0.220 -0.01 0.01 -0.01
H 0.059 -5.654 -0.802 0.00 -0.01 -0.01
N -4.792 -2.418 -0.672 0.25 -0.04 -0.12
N -3.588 -2.081 -1.265 -0.26 0.07 -0.14
N -3.534 -1.585 -2.483 0.10 -0.11 0.14
C -2.240 -1.320 -2.595 -0.04 0.03 -0.25
N -1.573 -1.650 -1.489 -0.02 0.04 0.52
N -2.469 -2.133 -0.630 0.18 0.02 -0.12
H -5.414 -2.708 -1.422 -0.04 -0.01 0.10
H -4.610 -3.181 -0.028 -0.12 0.01 -0.03
H -1.788 -0.903 -3.478 -0.01 0.06 0.01

=====

No. 3
21
Properties=species:S:1:pos:R:3:forces:R:3 method="wB97M-V/def2-TZVPD" smiles="CC[C@@H](C)[C@H](N)C=O" gap_ev=10.1990 total_charge=0 lumo_energy_ev=1.0 energy_ha=-366.37950
O -0.994 1.386 -1.986 0.06 -0.05 0.03
C -1.222 0.668 -1.048 -0.23 -0.03 -0.24
C -0.537 -0.653 -0.781 0.84 0.73 0.12
C 0.213 -0.600 0.601 -0.59 0.01 0.07
C -0.498 -1.463 1.638 -0.77 -0.77 -0.73
C 0.476 0.810 1.159 0.89 0.08 0.12
C 1.895 1.009 1.751 -0.44 -0.40 -0.11
N 0.322 -1.130 -1.842 0.20 -0.22 0.06
H -2.002 0.944 -0.309 0.05 0.03 0.06
H -1.316 -1.376 -0.713 -0.85 -0.59 0.31
H 1.147 -1.095 0.385 0.43 -0.01 -0.15
H -0.955 -2.330 1.145 0.36 -0.17 -0.03
H -1.384 -0.986 2.064 0.36 0.34 0.40
H 0.186 -1.874 2.371 -0.05 0.29 0.46
H 0.330 1.561 0.382 -0.11 0.09 0.14
H -0.194 0.987 2.001 -0.42 0.29 -0.37
H 1.856 0.803 2.807 0.12 -0.16 0.53
H 2.253 2.032 1.661 0.05 -0.02 -0.23
H 2.606 0.298 1.330 0.14 0.25 -0.20
H 0.840 -0.399 -2.311 -0.14 0.14 -0.03
H -0.213 -1.653 -2.519 0.09 0.16 -0.20